Entry 1:
Molecular formula: C8H19NO4RuS3
Method: DFT, ωB97M-V/def2-TZVPD

Geometry as XYZ:
```
36
Properties=species:S:1:pos:R:3
Ru 0.030 -0.654 -0.384
S -0.795 0.471 -2.230
S 0.160 -1.663 1.721
C -0.387 2.227 -2.378
C -2.598 0.650 -1.861
C -2.888 0.639 -0.385
N -2.103 -0.465 0.226
C -2.423 -0.604 1.673
C -1.620 -1.756 2.215
H -3.078 -0.204 -2.354
H -2.954 1.568 -2.334
H -3.968 0.455 -0.263
H -2.655 1.602 0.093
H -3.491 -0.851 1.803
H -2.227 0.334 2.214
H -1.982 -2.706 1.805
H -1.667 -1.804 3.306
C 0.739 -0.637 3.102
H -2.465 -1.325 -0.209
H 0.149 0.288 3.184
H 1.794 -0.397 2.907
H 0.631 -1.256 4.013
H 0.708 2.312 -2.423
H -0.774 2.783 -1.511
H -0.859 2.578 -3.315
C 0.892 -2.189 -1.420
C -0.516 -2.437 -1.277
H 1.575 -2.809 -0.830
H 1.257 -1.917 -2.416
H -0.779 -3.308 -0.676
H -1.088 -2.439 -2.207
O 2.563 1.998 -0.947
S 2.178 1.025 0.057
O 3.039 0.842 1.203
O 0.664 1.192 0.480
O 1.991 -0.390 -0.663
```

HOMO level (spin up / spin down) in eV: -10.01 / -13.36
Strongest force on any atom in eV/A: 5.7
Multiplicity: 6
Gap between HOMO and LUMO (spin up / spin down) in eV: 7.55 / 5.09
Charge: +1
LUMO (spin up / spin down) in Ha: -0.091 / -0.304
Electronic energy in hartree: -1960.91093
Energy relative to the best compared isomer or geometry (same formula, charge and spin) in eV: 1.342

=====

Entry 2:
Molecular formula: C22H16N7O2PtSSe
Method: DFT, ωB97M-V/def2-TZVPD

Geometry as XYZ:
```
50
Properties=species:S:1:pos:R:3
Pt 0.386 -0.005 0.104
O -2.713 -2.219 -1.233
C -1.703 -1.584 -1.026
N -1.148 -1.218 0.161
C -1.661 -1.484 1.470
O -2.729 -2.060 1.667
C -0.814 -0.926 2.483
C -1.068 -1.114 3.861
C -0.252 -0.548 4.791
C 0.856 0.240 4.365
C 1.076 0.396 3.030
N 0.291 -0.177 2.093
C -0.909 -1.034 -2.198
C -1.274 -1.327 -3.497
C -0.547 -0.771 -4.537
C 0.515 0.072 -4.246
C 0.825 0.324 -2.924
N 0.131 -0.227 -1.927
H -1.921 -1.721 4.130
H -0.439 -0.693 5.846
H 1.515 0.716 5.075
H 1.900 0.994 2.663
H -2.117 -1.985 -3.651
H -0.806 -0.988 -5.565
H 1.103 0.530 -5.029
H 1.643 0.973 -2.643
Se 2.320 2.953 -0.031
N 4.070 2.850 0.054
C 4.407 1.578 0.152
C 5.743 1.079 0.254
C 5.888 -0.262 0.345
C 4.731 -1.118 0.328
N 3.498 -0.716 0.236
C 3.326 0.627 0.154
N 2.124 1.176 0.067
H 6.575 1.768 0.259
H 6.864 -0.718 0.429
H 4.877 -2.191 0.396
S -1.060 2.118 0.167
C -2.581 1.397 -0.250
N -3.225 0.671 0.696
C -4.347 -0.030 0.480
C -4.959 0.033 -0.747
C -4.372 0.809 -1.739
C -3.184 1.480 -1.499
H -2.749 0.565 1.590
H -4.695 -0.638 1.302
H -5.859 -0.534 -0.925
H -4.831 0.870 -2.717
H -2.699 2.066 -2.267
```

HOMO level (spin up / spin down) in eV: -8.02 / -11.64
Strongest force on any atom in eV/A: 0.3
Multiplicity: 3
Gap between HOMO and LUMO (spin up / spin down) in eV: 3.44 / 6.91
Charge: +1
LUMO (spin up / spin down) in Ha: -0.168 / -0.174
Electronic energy in hartree: -4300.46507
Energy relative to the best compared isomer or geometry (same formula, charge and spin) in eV: 0.000

=====

Entry 3:
Molecular formula: C4H5NO
Method: DFT, ωB97M-V/def2-TZVPD

Geometry as XYZ:
```
11
Properties=species:S:1:pos:R:3
C -0.420 1.321 -0.505
C 0.542 0.618 0.904
C -0.105 -0.777 0.385
C 0.683 -1.617 -0.271
N -1.334 1.473 -1.236
O 1.768 0.773 0.885
H -1.988 2.195 -1.492
H -0.052 0.903 1.793
H -1.138 -0.980 0.642
H 1.706 -1.330 -0.481
H 0.338 -2.579 -0.623
```

HOMO level in eV: -8.68
Strongest force on any atom in eV/A: 3.3
Gap between HOMO and LUMO in eV: 8.86
LUMO in Ha: 0.007
Electronic energy in hartree: -285.25824
Energy relative to the best compared isomer or geometry (same formula, charge and spin) in eV: 4.254

=====

Entry 4:
Molecular formula: C34H26Cl2CsIN10O4
Method: DFT, ωB97M-V/def2-TZVPD

Geometry as XYZ:
```
78
Properties=species:S:1:pos:R:3
Cs -0.762 0.284 -0.581
Cl -4.466 -0.548 -7.416
C -3.842 -0.871 -5.813
C -3.419 0.195 -5.036
C -2.893 0.033 -3.741
N -2.386 1.065 -2.958
C -2.571 2.333 -3.309
O -3.242 2.827 -4.242
C -1.861 3.373 -2.432
C -2.143 4.721 -2.663
C -1.508 5.684 -1.902
C -0.602 5.289 -0.928
C -0.374 3.932 -0.766
N -0.982 3.001 -1.503
C -2.812 -1.312 -3.253
C -3.269 -2.356 -4.050
C -3.774 -2.159 -5.324
Cl -4.310 -3.542 -6.250
N -2.354 -1.618 -1.960
C -1.285 -2.328 -1.779
O -0.830 -2.673 -0.645
C -0.373 -2.659 -2.942
C -0.270 -3.953 -3.447
C 0.558 -4.184 -4.527
C 1.270 -3.119 -5.063
C 1.116 -1.872 -4.481
N 0.314 -1.635 -3.447
H -3.491 1.194 -5.430
H -2.855 4.965 -3.437
H -1.717 6.736 -2.064
H -0.090 6.010 -0.304
H 0.305 3.562 -0.002
H -3.234 -3.360 -3.647
H -0.843 -4.752 -2.993
H 0.643 -5.176 -4.954
H 1.926 -3.251 -5.915
H 1.659 -1.014 -4.865
C 0.386 4.743 3.489
C 0.877 3.427 4.008
N 1.315 3.344 5.263
C 1.759 2.181 5.746
C 1.792 0.988 5.020
C 2.218 -0.299 5.677
O 3.178 -1.058 4.951
C 1.347 1.074 3.717
C 1.049 0.091 2.633
N 1.791 -0.619 1.879
C 3.137 -0.351 1.674
C 3.681 0.938 1.721
C 5.022 1.154 1.452
C 5.860 0.096 1.129
C 5.340 -1.189 1.058
C 3.998 -1.400 1.318
I 3.219 -3.343 1.179
C 0.899 2.294 3.163
O 0.600 2.197 1.916
H 0.402 5.480 4.291
H 1.013 5.092 2.663
H -0.627 4.651 3.091
H 2.108 2.190 6.775
H 2.681 -0.074 6.639
H 1.331 -0.917 5.877
H 2.860 -1.163 4.046
H -0.008 -0.176 2.623
H 3.018 1.766 1.934
H 5.413 2.163 1.492
H 6.908 0.267 0.920
H 5.974 -2.025 0.796
N -1.894 -3.800 1.577
C -2.505 -3.645 2.744
N -2.756 -4.794 3.476
N -2.914 -2.527 3.280
C -2.692 -1.373 2.669
N -2.552 -0.301 2.251
H -1.687 -4.729 1.256
H -1.728 -3.070 0.869
H -2.071 -5.525 3.375
H -2.976 -4.577 4.434
```

HOMO level in eV: -2.22
Strongest force on any atom in eV/A: 1.6
Gap between HOMO and LUMO in eV: 5.65
Charge: -2
LUMO in Ha: 0.126
Electronic energy in hartree: -3398.14337
Energy relative to the best compared isomer or geometry (same formula, charge and spin) in eV: 1.353

=====

Entry 5:
Molecular formula: C50H27BrCl4N5O2Pd
Method: DFT, ωB97M-V/def2-TZVPD

Geometry as XYZ:
```
90
Properties=species:S:1:pos:R:3
Pd -0.427 -0.017 0.098
Cl 4.607 -3.529 7.206
C 3.608 -2.907 5.942
C 2.440 -3.579 5.603
C 1.646 -3.086 4.583
C 2.002 -1.918 3.911
C 3.174 -1.254 4.270
C 3.983 -1.748 5.281
C 1.150 -1.364 2.833
C 0.694 -0.094 2.942
C 0.800 0.743 4.125
C 0.261 1.929 3.822
C -0.172 1.860 2.431
C -0.711 3.015 1.722
C -0.281 4.380 2.133
C -0.578 4.949 3.368
C -0.159 6.235 3.669
C 0.573 6.949 2.733
Cl 1.111 8.550 3.114
C 0.873 6.402 1.495
C 0.443 5.122 1.198
C -1.521 2.898 0.640
N -1.822 1.693 -0.060
C -2.396 2.066 -1.174
C -2.699 1.170 -2.301
C -3.463 1.786 -3.419
C -4.816 1.523 -3.601
C -5.513 2.116 -4.642
C -4.846 2.975 -5.501
Cl -5.707 3.716 -6.804
C -3.497 3.252 -5.330
C -2.811 2.661 -4.283
C -2.314 -0.122 -2.379
C -2.762 -1.059 -3.397
C -2.302 -2.271 -3.066
C -1.480 -2.092 -1.877
N -1.500 -0.854 -1.454
C -0.722 -3.184 -1.284
C -0.032 -3.060 -0.125
C 0.920 -4.032 0.387
C 1.466 -3.517 1.498
C 0.843 -2.219 1.697
N -0.051 -1.951 0.764
C -0.676 -4.463 -2.029
C -0.229 -4.507 -3.351
C -0.153 -5.709 -4.028
C -0.548 -6.878 -3.390
Cl -0.466 -8.377 -4.241
C -1.011 -6.855 -2.084
C -1.068 -5.647 -1.407
C -2.698 3.492 -1.191
C -2.148 3.999 -0.078
N 0.036 0.659 1.947
H 2.162 -4.475 6.140
H 0.730 -3.603 4.325
H 3.465 -0.357 3.738
H 4.898 -1.244 5.556
H 1.194 0.414 5.071
H 0.139 2.771 4.479
H -1.210 4.433 4.081
H -0.410 6.690 4.617
H 1.452 6.969 0.779
H 0.717 4.653 0.262
H -5.331 0.858 -2.918
H -6.566 1.918 -4.788
H -2.996 3.923 -6.014
H -1.757 2.874 -4.143
H -3.399 -0.799 -4.226
H -2.491 -3.209 -3.560
H 1.170 -4.956 -0.105
H 2.254 -3.932 2.104
H 0.086 -3.597 -3.846
H 0.210 -5.750 -5.046
H -1.326 -7.773 -1.607
H -1.440 -5.619 -0.391
H -3.251 4.009 -1.956
H -2.161 5.021 0.262
Br 2.604 -2.786 -2.379
C 3.226 -1.228 -1.455
C 4.595 -1.081 -1.309
C 5.034 0.066 -0.669
C 4.102 0.999 -0.243
C 2.755 0.748 -0.465
N 2.317 -0.377 -1.036
C 1.729 1.830 -0.137
O 2.014 2.599 0.787
O 0.680 1.835 -0.861
H 5.275 -1.829 -1.687
H 6.092 0.238 -0.521
H 4.384 1.921 0.244
```

HOMO level (spin up / spin down) in eV: -10.90 / -10.90
Strongest force on any atom in eV/A: 2.6
Gap between HOMO and LUMO (spin up / spin down) in eV: 5.34 / 5.34
Charge: +1
LUMO (spin up / spin down) in Ha: -0.205 / -0.204
Electronic energy in hartree: -6888.29728

=====

Entry 6:
Molecular formula: C6H9FN2
Method: DFT, ωB97M-V/def2-TZVPD

Geometry as XYZ:
```
18
Properties=species:S:1:pos:R:3
C 1.995 -1.132 1.509
C 1.558 -0.494 0.419
C 0.186 -0.002 0.168
C 0.074 1.024 -0.919
C -0.861 -0.483 0.838
N -2.163 0.093 0.923
C -0.823 -1.785 1.618
N -0.839 -2.753 2.222
H 1.490 -1.048 2.350
H 3.037 -1.363 1.704
H 2.134 -0.465 -0.524
H -0.621 1.851 -0.490
H 0.992 1.374 -1.319
H -0.510 0.502 -1.688
H -2.533 0.524 0.165
H -2.783 -0.671 1.230
F -2.504 -0.327 -2.724
H -3.148 -0.265 -3.462
```

Structure (SMILES): C=C/C(C)=C(/N)C#N.F
HOMO level in eV: -8.22
Strongest force on any atom in eV/A: 4.7
Gap between HOMO and LUMO in eV: 8.54
LUMO in Ha: 0.012
Electronic energy in hartree: -443.31692
Energy relative to the best compared isomer or geometry (same formula, charge and spin) in eV: 1.470

=====

Entry 7:
Molecular formula: C7H13N
Method: DFT, ωB97M-V/def2-TZVPD

Geometry as XYZ:
```
21
Properties=species:S:1:pos:R:3
C 0.412 -1.630 -0.930
C -0.821 -0.712 -1.112
C -0.015 0.034 0.011
C -2.194 -1.065 -0.678
C -0.803 -0.048 -2.534
C 2.504 1.006 2.914
C -0.213 1.084 0.718
N 1.038 -0.957 -0.066
H 0.776 -2.403 -1.551
H -2.219 -1.334 0.449
H -2.605 -1.863 -1.240
H -2.764 -0.148 -0.929
H -1.216 -0.810 -3.326
H 0.096 0.335 -2.807
H -1.561 0.816 -2.500
H 2.692 1.863 2.313
H 3.462 0.898 3.390
H 1.835 1.562 3.670
H 1.968 0.140 2.423
H -0.889 1.793 0.375
H 0.518 1.441 1.410
```

HOMO level in eV: -9.62
Strongest force on any atom in eV/A: 5.2
Gap between HOMO and LUMO in eV: 10.51
LUMO in Ha: 0.033
Electronic energy in hartree: -329.15380
Energy relative to the best compared isomer or geometry (same formula, charge and spin) in eV: 3.202

=====

Entry 8:
Molecular formula: H2N4O5
Method: DFT, ωB97M-V/def2-TZVPD

Geometry as XYZ:
```
11
Properties=species:S:1:pos:R:3
N 0.665 -0.810 1.022
N -1.812 1.375 0.240
N 2.375 0.261 -0.292
N -1.233 0.282 0.194
O 2.259 1.462 -0.350
O -0.153 0.147 1.174
O 0.291 -1.812 0.170
O -3.009 1.387 -0.437
O 2.986 -0.526 -0.987
H 1.053 -2.433 0.230
H -3.421 0.667 -0.965
```

HOMO level (spin up / spin down) in eV: -10.07 / -8.67
Strongest force on any atom in eV/A: 4.1
Gap between HOMO and LUMO (spin up / spin down) in eV: 9.63 / 7.22
LUMO (spin up / spin down) in Ha: -0.016 / -0.053
Electronic energy in hartree: -596.02194
Energy relative to the best compared isomer or geometry (same formula, charge and spin) in eV: 0.802